# 1
9
Properties=species:S:1:pos:R:3:mulliken_spin:R:1 method="wB97M-V/def2-TZVPD" homo_ha="-0.24274 / -0.36474" multiplicity=3
O 1.57 -0.44 2.26 0.24
P 2.55 -0.95 -0.39 0.14
P 1.34 0.22 0.97 0.56
S 0.59 1.96 0.67 1.04
S -3.16 0.21 -0.49 0.01
H -2.90 1.43 -0.04 0.00
H 1.85 -0.88 -1.44 0.00
H 1.97 -2.10 -0.02 0.01
H -3.82 0.54 -1.51 0.00

=====

# 2
6
Properties=species:S:1:pos:R:3:lowdin_charge:R:1 method="wB97M-V/def2-TZVPD" homo_ha=-0.31649 smiles=O.S de_lowest_ev=0.732
O 0.62 -0.13 0.96 -0.20
H 1.43 0.13 1.43 0.04
H 0.42 -0.96 1.42 0.04
S -0.41 0.69 -1.24 0.58
H -0.51 -0.45 -1.89 -0.21
H -1.56 0.71 -0.67 -0.24

=====

# 3
7
Properties=species:S:1:pos:R:3:lowdin_charge:R:1 method="wB97M-V/def2-TZVPD" homo_ha=-0.34919 smiles=O[SiH2]S de_lowest_ev=0.256
O -0.13 -0.33 1.32 -0.28
Si 0.65 -0.15 -0.08 0.17
S -0.66 0.07 -1.84 0.30
H -0.80 -0.70 1.91 0.07
H 1.19 1.19 0.30 -0.04
H 1.65 -1.24 -0.48 -0.05
H -1.83 0.25 -1.09 -0.17

=====

# 4
7
Properties=species:S:1:pos:R:3:mulliken_spin:R:1 method="wB97M-V/def2-TZVPD" homo_ha="-0.19752 / -0.36247" de_lowest_ev=1.765 multiplicity=3
Si 0.00 -0.22 -0.41 0.77
S 1.50 -1.61 0.20 0.12
S 0.39 1.87 0.04 0.15
H -0.83 -0.28 -1.60 0.06
H -1.75 -0.86 0.60 0.90
H 1.71 -1.11 1.36 0.01
H -1.03 2.20 -0.19 0.01

=====

| no. | calculated total energy (a.u.) |
| --- | --- |
| 1 | -1556.57692 |
| 2 | -475.78417 |
| 3 | -765.35132 |
| 4 | -1088.08199 |